# 1
Entry from the Open Molecules 2025 dataset: a 2-piece molecular cluster, H2IO overall (ωB97M-V with the def2-TZVPD basis set).

Positions of all 4 atoms, in Å:
O -3.514 -1.686 0.690
H -4.083 -1.054 1.184
H -2.604 -1.324 0.780
I 0.354 0.169 -0.080

The calculation puts the energy at -10183.2033 eV. Its multiplicity is 1. For the energy above the lowest of the compared OMol25 structures with the same formula, charge and spin, the calculation gives 4.4 kcal/mol. The calculation puts the LUMO energy at 0.140 Ha. As for the total charge: -1.

How is the electron density shared among the atoms? According to Mulliken, the charges in e are: -0.668 0.301 0.327 -0.960

# 2
Entry from the Open Molecules 2025 dataset: a 2-piece molecular cluster, C3H4ClI overall (ωB97M-V with the def2-TZVPD basis set).

Positions of all 9 atoms, in Å:
C 2.341 -1.779 -0.192
C 2.353 -0.489 -0.258
C -0.518 0.761 0.150
Cl 3.727 -2.843 0.007
I 3.720 1.023 -0.003
H 1.465 -2.252 -0.153
H 0.040 1.677 -0.083
H -0.655 0.412 1.104
H -0.695 0.218 -0.768

The calculation puts the energy at -23793.6097 eV. Its multiplicity is 1. For the energy above the lowest of the compared OMol25 structures with the same formula, charge and spin, the calculation gives 98.4 kcal/mol. The calculation puts the LUMO energy (spin up / spin down) at 0.000 / -0.050 Ha. As for the total charge: 0.

Mulliken population analysis, charges in e, atoms 1 to 5: -0.065 -0.366 -0.914 -0.171 0.192

# 3
Entry from the Open Molecules 2025 dataset: an isolated molecule of CN2OS (ωB97M-V with the def2-TZVPD basis set).

Positions of all 5 atoms, in Å:
C -1.462 -0.060 -0.080
N -2.505 0.353 0.040
N 0.206 -0.561 0.001
O 2.504 -0.242 0.001
S 1.257 0.509 0.038

The calculation puts the energy at -16895.9901 eV. Its multiplicity is 1. For the energy above the lowest of the compared OMol25 structures with the same formula, charge and spin, the calculation gives 59.3 kcal/mol. The calculation puts the LUMO energy at -0.067 Ha. As for the total charge: 0.

How is the electron density shared among the atoms? According to Mulliken, the charges in e are: 0.208 -0.279 -0.123 -0.404 0.597

# 4
Entry from the Open Molecules 2025 dataset: an isolated molecule of C21H21N3O4S (ωB97M-V with the def2-TZVPD basis set).

Positions of all 50 atoms, in Å:
C -5.264 1.880 1.333
O -4.964 0.704 0.621
C -3.715 0.190 0.713
C -2.688 0.718 1.478
C -1.436 0.128 1.485
C -1.204 -1.006 0.722
C 0.110 -1.584 0.634
N 0.480 -2.596 -0.101
N 1.806 -2.730 0.034
C 2.195 -1.799 0.840
S 3.819 -1.380 1.311
C 4.382 -0.754 -0.320
C 3.279 -0.038 -1.100
O 3.096 -0.358 -2.254
N 2.533 0.891 -0.439
C 3.015 1.576 0.748
C 2.854 3.079 0.552
C 1.368 3.396 0.507
C 0.641 2.433 -0.393
C -0.671 2.720 -0.746
C -1.402 1.883 -1.564
C -0.805 0.734 -2.051
C 0.496 0.426 -1.710
C 1.236 1.263 -0.875
O 1.166 -1.036 1.279
C -2.234 -1.564 -0.043
C -3.483 -0.981 -0.056
O -4.546 -1.428 -0.768
C -4.377 -2.581 -1.560
H -4.628 2.713 1.018
H -5.166 1.733 2.413
H -6.302 2.109 1.095
H -2.850 1.604 2.071
H -0.642 0.555 2.077
H 5.248 -0.123 -0.121
H 4.691 -1.607 -0.924
H 4.062 1.334 0.916
H 2.438 1.253 1.623
H 3.342 3.615 1.366
H 3.329 3.369 -0.387
H 1.201 4.417 0.158
H 0.947 3.325 1.516
H -1.118 3.627 -0.364
H -2.421 2.123 -1.823
H -1.353 0.065 -2.696
H 0.937 -0.476 -2.101
H -2.005 -2.443 -0.621
H -3.614 -2.432 -2.329
H -5.342 -2.753 -2.034
H -4.111 -3.451 -0.951

The calculation puts the energy at -45612.5904 eV. Its multiplicity is 1. For the energy above the lowest of the compared OMol25 structures with the same formula, charge and spin, the calculation gives 53.1 kcal/mol. The calculation puts the LUMO energy at 0.015 Ha. The SMILES is COc1ccc(-c2nnc(SCC(=O)N3CCCc4ccccc43)o2)cc1OC. As for the total charge: 0.

Mulliken population analysis, charges in e, atoms 1 to 5: -0.936 -0.446 1.073 -0.361 -1.351

# 5
Entry from the Open Molecules 2025 dataset: C23H34ClN2O2PdS2Si3 as an isolated structure (ωB97M-V with the def2-TZVPD basis set).

Positions of all 68 atoms, in Å:
Pd 0.007 0.213 -0.265
S 2.110 -0.308 -1.233
C 2.089 0.483 -2.814
N 1.667 1.659 -3.085
C 1.872 2.012 -4.412
C 1.445 3.212 -5.008
C 1.552 3.348 -6.381
C 2.187 2.405 -7.153
C 2.689 1.216 -6.609
C 2.476 1.033 -5.220
S 2.738 -0.370 -4.222
H 0.872 3.897 -4.384
H 1.089 4.157 -6.910
H 2.281 2.470 -8.222
H 3.195 0.435 -7.227
C 2.842 0.259 2.156
Si 1.116 -0.122 2.791
C 0.413 1.641 3.174
C 1.504 -1.078 4.404
C -0.050 -1.087 1.638
Si 0.523 -2.839 1.300
C -0.090 -3.332 -0.389
C -0.168 -3.944 2.631
C 2.370 -3.034 1.274
Si -1.803 -0.881 2.146
C -2.116 -1.182 3.988
C -3.172 -1.742 1.248
C -2.245 0.931 1.860
C -3.133 1.673 2.617
C -3.341 3.014 2.316
C -2.684 3.534 1.216
C -1.867 2.732 0.461
N -1.617 1.465 0.799
H 3.489 0.524 2.997
H 2.887 1.082 1.446
H 3.345 -0.573 1.644
H 1.133 2.232 3.717
H -0.496 1.642 3.752
H 0.262 2.139 2.186
H 2.298 -0.563 4.936
H 1.906 -2.049 4.206
H 0.648 -1.136 5.080
H -1.164 -2.984 -0.561
H -0.024 -4.445 -0.493
H 0.534 -2.851 -1.119
H -1.013 -4.479 2.237
H -0.393 -3.381 3.518
H 0.637 -4.586 2.920
H 2.738 -2.554 0.410
H 2.581 -4.102 1.191
H 2.900 -2.661 2.098
H -1.612 -2.115 4.376
H -3.216 -1.271 4.221
H -1.651 -0.352 4.586
H -3.183 -2.775 1.446
H -3.208 -1.601 0.183
H -4.102 -1.387 1.644
H -3.683 1.309 3.438
H -3.983 3.599 2.985
H -2.757 4.593 1.033
H -1.268 3.077 -0.351
Cl -1.969 1.342 -5.469
C -1.040 0.380 -4.312
C -1.351 0.666 -2.828
O -0.976 -0.321 -2.096
O -1.848 1.747 -2.522
H 0.005 0.639 -4.484
H -1.174 -0.652 -4.501

The calculation puts the energy at -92788.8157 eV. Its multiplicity is 3. For the energy above the lowest of the compared OMol25 structures with the same formula, charge and spin, the calculation gives 5.2 kcal/mol. The calculation puts the LUMO energy (spin up / spin down) at 0.096 / 0.063 Ha. As for the total charge: -1.

Mulliken population analysis, charges in e, atoms 1 to 5: -0.014 -0.435 0.356 -0.308 -0.753

# 6
Entry from the Open Molecules 2025 dataset: an isolated ion of composition C23H33N2O2 and charge +1 (ωB97M-V with the def2-TZVPD basis set).

Positions of all 60 atoms, in Å:
C -2.748 -2.223 2.810
C -3.760 -1.919 1.705
N -3.256 -1.160 0.575
C -2.796 0.178 0.874
C -2.712 0.958 -0.433
N -1.759 0.296 -1.352
C -1.557 1.044 -2.611
C -0.792 2.365 -2.425
O -1.679 3.315 -1.883
C 0.460 2.207 -1.521
O 0.824 0.848 -1.443
C 2.040 0.606 -0.714
C 2.460 -0.831 -0.937
C 1.870 -1.625 -1.908
C 2.278 -2.936 -2.084
C 3.283 -3.463 -1.293
C 3.883 -2.671 -0.327
C 3.474 -1.363 -0.148
C 1.825 0.878 0.762
C 0.961 0.026 1.441
C 0.681 0.207 2.782
C 1.272 1.259 3.459
C 2.141 2.104 2.793
C 2.436 1.933 1.444
C 3.410 2.862 0.781
C -2.193 -1.098 -1.593
C -2.298 -1.843 -0.263
H -2.387 -1.305 3.269
H -3.227 -2.819 3.581
H -1.901 -2.785 2.424
H -4.160 -2.855 1.308
H -4.594 -1.350 2.122
H -3.523 0.663 1.528
H -1.813 0.197 1.375
H -2.395 1.986 -0.264
H -3.691 0.966 -0.916
H -0.808 0.265 -0.920
H -2.529 1.272 -3.052
H -0.986 0.413 -3.293
H -0.478 2.675 -3.431
H -1.357 4.210 -2.037
H 0.224 2.600 -0.519
H 1.291 2.796 -1.928
H 2.816 1.267 -1.121
H 1.101 -1.209 -2.542
H 1.813 -3.544 -2.845
H 3.603 -4.484 -1.432
H 4.673 -3.073 0.288
H 3.940 -0.749 0.609
H 0.535 -0.812 0.904
H 0.023 -0.476 3.298
H 1.067 1.414 4.507
H 2.609 2.913 3.332
H 2.942 3.419 -0.029
H 3.794 3.577 1.503
H 4.255 2.309 0.372
H -1.471 -1.592 -2.244
H -3.170 -1.076 -2.079
H -2.651 -2.857 -0.453
H -1.294 -1.911 0.192

The calculation puts the energy at -31456.0206 eV. Its multiplicity is 1. For the energy above the lowest of the compared OMol25 structures with the same formula, charge and spin, the calculation gives 4.4 kcal/mol. The calculation puts the LUMO energy at -0.076 Ha. The SMILES is CCN1CC[NH+](C[C@@H](O)CO[C@H](c2ccccc2)c2ccccc2C)CC1. As for the total charge: +1.

Mulliken population analysis, charges in e, atoms 1 to 5: -0.979 -0.796 -0.031 -0.298 -0.890